Below is a 4-piece molecular cluster, C3H9NO2S overall at a distorted geometry, with properties calculated with wB97M-V/def2-TZVPD.

Last column: natural (NBO) charge in e.
Cartesian coordinates (Å):
C 1.28010 0.87636 -0.45878  -0.659
C -0.03105 -1.19546 -0.33119  -0.714
C -0.11544 0.32478 -0.19178  0.349
N -1.22837 0.88285 -0.03237  -0.669
O -6.06766 0.04239 0.83388  -0.810
O -4.01699 -0.79316 -0.18489  -0.839
S -5.07366 0.16255 -0.22582  1.651
H 1.89409 0.38863 -1.32658  0.224
H 1.25125 1.91098 -0.51975  0.222
H 1.76288 0.68638 0.39804  0.219
H -0.91753 -1.58588 -0.92535  0.231
H -0.18753 -1.54954 0.64210  0.224
H 0.92948 -1.65904 -0.52395  0.216
H 6.18142 0.14392 1.33843  -0.002
H -2.07835 0.37431 0.08097  0.356
H 6.41736 0.98996 1.42704  0.002

Calculated values
- electronic energy (eV) = -19674.3806
- HOMO energy (eV) = -9.22
- relative energy (zero: lowest compared OMol25 entry of this formula, charge and spin) (kJ/mol) = 389.1



Below is a 2-piece molecular cluster, C3H9NO2S overall at a distorted geometry, with properties calculated with wB97M-V/def2-TZVPD.

Last column: natural (NBO) charge in e.
Cartesian coordinates (Å):
O 0.33825 2.65442 -1.74998  -0.510
C -0.39156 1.79239 -1.31787  0.432
C -0.34752 0.32328 -1.59787  -0.190
C 1.06116 -0.09048 -1.09485  -0.477
S 1.18205 -2.00026 -1.03452  -0.109
N -1.45100 -0.49335 -1.18504  -0.835
H -1.29831 2.17331 -0.83661  0.118
H -0.38632 0.27519 -2.72698  0.232
H 1.24302 0.15622 -0.05524  0.217
H 1.86656 0.14119 -1.82561  0.247
H 2.17331 -1.95776 -0.15156  0.126
H -1.35549 -0.85693 -0.21357  0.363
H -1.62626 -1.40408 -1.66529  0.387
H 0.03095 -0.73862 5.63921  0.468
H -0.69938 -0.08165 4.45715  0.467
O -0.33947 0.10713 5.35863  -0.935

Calculated values
- SMILES string = N[C@@H](C=O)CS.O
- electronic energy (eV) = -19675.9465
- HOMO energy (eV) = -9.44
- relative energy (zero: lowest compared OMol25 entry of this formula, charge and spin) (kJ/mol) = 238.0



Below is a 3-piece molecular cluster, C3H9NO2S2 overall at a distorted geometry, with properties calculated with wB97M-V/def2-TZVPD.

Last column: natural (NBO) charge in e.
Cartesian coordinates (Å):
S -3.37420 -0.40748 0.58505  -0.566
S -0.94388 1.91667 -0.69179  0.022
C -0.25173 0.71018 0.46193  -0.631
C 1.20298 0.96367 0.67629  0.052
C 2.14645 -0.04027 0.35061  0.494
N 3.53485 0.26568 0.18646  -0.802
O 1.78395 -1.17694 -0.11451  -0.514
H -4.53557 -0.43285 -0.05652  0.123
H -0.44481 -0.27577 0.17944  0.288
H -0.79809 0.85808 1.39333  0.312
H 1.52970 1.96682 1.11268  0.230
H -2.36222 1.68661 -0.60771  0.196
H 4.01373 -0.52508 -0.34146  0.433
H 3.96391 1.11030 0.43370  0.399
H -1.57864 -2.95346 -1.23362  0.462
H -2.21327 -1.60364 -0.84676  0.480
O -1.67315 -2.06253 -1.48711  -0.979

Calculated values
- electronic energy (eV) = -30507.4233
- HOMO energy (eV) = -7.85
- relative energy (zero: lowest compared OMol25 entry of this formula, charge and spin) (kJ/mol) = 573.2



Below is a 2-piece molecular cluster, C3H9NO3 overall at a distorted geometry, with properties calculated with wB97M-V/def2-TZVPD.

Last column: natural (NBO) charge in e.
Cartesian coordinates (Å):
C 0.56932 -0.32486 0.78145  -0.529
C 1.26671 0.39512 -0.37122  -0.054
O 1.99358 1.50945 0.11991  -0.722
C -0.28427 -1.52095 0.40145  0.678
N -1.08691 -1.33138 -0.70326  -0.855
O -0.08261 -2.62219 0.86442  -0.604
H -0.06542 0.41050 1.28775  0.218
H 1.31970 -0.68542 1.48176  0.225
H 1.96611 -0.32999 -0.80410  0.165
H 0.61625 0.74568 -1.16598  0.186
H 2.62683 1.19886 0.78383  0.466
H -1.52037 -2.19844 -0.98521  0.392
H -1.62872 -0.47094 -0.77752  0.420
H -1.16884 2.09061 -0.38420  0.491
H -2.62163 1.63871 0.04476  0.485
O -1.89974 1.49526 -0.57385  -0.961

Calculated values
- SMILES string = NC(=O)CCO.O
- electronic energy (eV) = -10889.8062
- HOMO energy (eV) = -9.65
- relative energy (zero: lowest compared OMol25 entry of this formula, charge and spin) (kJ/mol) = 74.8



Below is a 2-piece molecular cluster, C3H9NO3 overall at a distorted geometry, with properties calculated with wB97M-V/def2-TZVPD.

Last column: natural (NBO) charge in e.
Cartesian coordinates (Å):
O -1.68762 0.78269 -0.19938  -0.525
C -1.01608 0.71542 0.79002  0.458
C -0.13746 -0.47071 1.11080  -0.203
C 0.79646 -0.75236 -0.08471  -0.068
O 1.03638 -2.16188 -0.24145  -0.719
N 0.62530 -0.24524 2.34209  -0.836
H -0.99950 1.53087 1.54045  0.102
H -0.76959 -1.35147 1.25979  0.215
H 1.75644 -0.31156 0.16220  0.201
H 0.33409 -0.37688 -0.99434  0.180
H 0.39583 -2.47132 -0.88712  0.466
H 0.20402 0.47696 2.89273  0.355
H 0.70082 -1.08456 2.89942  0.373
H 0.10713 1.38965 -3.62469  0.472
H -0.43658 2.03956 -2.30211  0.480
O 0.25838 2.06849 -2.96772  -0.950

Calculated values
- SMILES string = N[C@@H](C=O)CO.O
- electronic energy (eV) = -10888.5675
- HOMO energy (eV) = -9.71
- relative energy (zero: lowest compared OMol25 entry of this formula, charge and spin) (kJ/mol) = 194.3



Below is a 2-piece molecular cluster, C3H9NO3 overall at a distorted geometry, with properties calculated with wB97M-V/def2-TZVPD.

Last column: natural (NBO) charge in e.
Cartesian coordinates (Å):
C 1.32266 0.57072 1.41805  -0.658
C 1.82086 -0.37516 0.24928  0.034
C 0.88429 -1.65370 0.53598  0.401
N -2.85218 0.72937 -1.93898  -0.521
O 1.66915 0.04588 -1.03313  -0.695
O 0.08599 -1.93305 -0.31929  -0.536
O -2.18995 0.48261 -0.67886  -0.615
H 2.02691 1.27563 1.71601  0.213
H 0.97558 0.19067 2.31086  0.212
H 0.53251 1.18695 1.14418  0.219
H 2.88809 -0.60089 0.53890  0.190
H 0.83197 -2.14054 1.51425  0.119
H -2.28464 1.54406 -2.15768  0.345
H -3.76944 0.91821 -1.68167  0.328
H 0.69622 0.15665 -1.26763  0.498
H -2.63801 -0.39741 -0.35024  0.465

Calculated values
- SMILES string = C[C@H](O)C=O.NO
- electronic energy (eV) = -10886.0225
- HOMO energy (eV) = -9.36
- relative energy (zero: lowest compared OMol25 entry of this formula, charge and spin) (kJ/mol) = 439.9



Below is a 2-piece molecular cluster, C3H9NO3 overall at a distorted geometry, with properties calculated with wB97M-V/def2-TZVPD.

Last column: natural (NBO) charge in e.
Cartesian coordinates (Å):
C 1.03763 -0.19237 1.20298  -0.426
N 1.02202 1.10803 0.57342  -0.646
C 0.25644 1.31342 -0.60704  -0.314
C -1.29612 1.20746 -0.55088  0.772
O -1.78995 -0.05854 -0.24583  -0.749
O -2.01119 2.03904 -1.00651  -0.528
H 0.61959 -0.20181 2.21588  0.185
H 1.99781 -0.70179 1.15668  0.188
H 0.27484 -0.81287 0.72149  0.208
H 1.23918 1.89862 1.14287  0.381
H 0.53784 0.60756 -1.39218  0.209
H 0.33822 2.33236 -0.96412  0.227
H -2.14698 -0.06851 0.65672  0.494
H 2.06498 -3.54216 1.08050  0.464
H 1.10811 -4.12991 0.08584  0.466
O 2.05584 -4.02399 0.23990  -0.930

Calculated values
- SMILES string = CNCC(=O)O.O
- electronic energy (eV) = -10888.6322
- HOMO energy (eV) = -8.82
- relative energy (zero: lowest compared OMol25 entry of this formula, charge and spin) (kJ/mol) = 188.1



Below is a 3-piece molecular cluster, C3H9NO3 overall at a distorted geometry, with properties calculated with wB97M-V/def2-TZVPD.

Last column: natural (NBO) charge in e.
Cartesian coordinates (Å):
O 3.27598 0.31454 0.86845  -0.377
C 2.78591 0.40785 -0.19960  0.427
C 1.14266 0.27102 -0.37584  -0.193
N 1.70600 -0.90829 -0.76356  -0.392
C -2.32374 -0.64392 -0.68429  -0.253
O -1.57636 0.47774 -0.38087  -0.720
H 3.24885 0.97275 -1.01265  0.190
H 0.64047 0.33806 0.59969  0.312
H 0.70930 0.81126 -1.22015  0.282
H 1.89895 -1.52040 0.03717  0.367
H -2.58155 -0.72019 -1.74312  0.155
H -1.82552 -1.55394 -0.32341  0.154
H -3.27354 -0.55144 -0.13553  0.184
H -1.41580 1.27077 2.41656  0.454
H -1.33829 0.55042 0.93003  0.479
O -1.07329 0.48377 1.98712  -1.071

Calculated values
- electronic energy (eV) = -10882.5831
- HOMO energy (eV) = -8.42
- relative energy (zero: lowest compared OMol25 entry of this formula, charge and spin) (kJ/mol) = 771.7